{
  "formula": "C22H25BiIN6O3S3",
  "method": "the ωB97M-V functional and the def2-TZVPD basis",
  "orbital_gap_ev": 7.424,
  "total_charge": 1,
  "e_above_lowest_ev": 0.208,
  "total_energy_ha": -3114.2502,
  "species": ["Bi", "C", "C", "C", "C", "C", "C", "C", "C", "C", "C", "H", "H", "H", "H", "H", "H", "H", "H", "H", "H", "H", "H", "H", "H", "O", "S", "N", "N", "C", "C", "C", "C", "C", "C", "S", "O", "O", "N", "C", "S", "C", "C", "N", "H", "H", "H", "H", "H", "H", "H", "H", "I", "C", "C", "N", "N", "C", "H", "H", "H"],
  "positions_angstrom": [[-0.4387, -0.9665, -0.8830], [-1.7438, 2.8533, -2.0957], [-3.0858, 2.1596, -1.8119], [-3.6379, 2.5879, -0.4560], [-2.9837, 0.6579, -1.9911], [-2.6943, 0.1722, -3.2746], [-2.7110, -1.1775, -3.5654], [-3.0589, -2.1209, -2.5929], [-3.1569, -3.5772, -2.9512], [-3.3333, -1.6547, -1.3167], [-3.2589, -0.2902, -0.9953], [-1.9098, 3.9127, -2.2894], [-1.2392, 2.4274, -2.9648], [-1.0872, 2.7769, -1.2338], [-3.7909, 2.4925, -2.5819], [-2.9810, 2.2811, 0.3538], [-4.6338, 2.1756, -0.2883], [-3.7083, 3.6746, -0.4194], [-2.5013, 0.8815, -4.0705], [-2.5046, -1.5145, -4.5744], [-3.9311, -3.7196, -3.7061], [-3.4044, -4.1870, -2.0846], [-2.2181, -3.9384, -3.3730], [-3.6359, -2.3567, -0.5490], [-3.4957, 0.0214, 0.0146], [-0.8054, -4.2583, 0.1479], [-1.1978, -3.3441, 1.2249], [-1.0586, -1.8878, 0.9416], [4.1851, 0.6242, 5.3089], [3.1486, 0.8698, 4.4633], [2.1291, -0.0824, 4.2826], [1.0977, 0.1516, 3.4025], [1.0631, 1.3457, 2.6895], [2.0481, 2.3119, 2.8663], [3.0864, 2.0724, 3.7393], [-0.1973, 1.6127, 1.5050], [-1.4063, 0.9429, 1.8610], [-0.2247, 2.9933, 1.1276], [0.3727, 0.7385, 0.1693], [1.3155, 1.2303, -0.7061], [2.1619, 2.7303, -0.6364], [2.9724, 2.3047, -2.1075], [2.5501, 1.1020, -2.5456], [1.6150, 0.4888, -1.7454], [4.1470, -0.1512, 5.9442], [4.8462, 1.3521, 5.5082], [2.1634, -1.0026, 4.8521], [0.2950, -0.5633, 3.2641], [1.9689, 3.2528, 2.3419], [3.8593, 2.8183, 3.8749], [3.6958, 2.9648, -2.5544], [2.8783, 0.5919, -3.4378], [4.8421, -2.4098, 2.4600], [3.3588, -2.5783, 1.0282], [3.0289, -3.6744, 0.2572], [1.9757, -3.3164, -0.4917], [1.5971, -2.0585, -0.2348], [2.4313, -1.5908, 0.6874], [3.4787, -4.6496, 0.1879], [1.3865, -3.9129, -1.0490], [2.3359, -0.5901, 1.0737]],
  "atomic_forces_ev_per_a": [[0.1, -0.2, -0.8], [-0.2, 0.0, -0.1], [0.1, 0.1, 0.1], [0.0, 0.0, -0.2], [0.0, -0.1, 0.0], [0.0, -0.1, 0.0], [0.0, 0.0, 0.0], [0.1, -0.1, 0.0], [0.0, 0.1, 0.0], [-0.1, 0.0, 0.1], [-0.2, 0.2, -0.2], [0.0, 0.0, 0.0], [0.0, 0.0, 0.0], [0.1, 0.0, 0.1], [0.0, -0.1, 0.0], [0.0, -0.1, 0.1], [0.0, 0.0, 0.1], [0.0, 0.0, 0.0], [0.0, 0.0, 0.0], [0.0, 0.0, 0.0], [0.0, -0.1, 0.0], [0.0, 0.0, 0.0], [0.0, 0.0, 0.0], [0.0, 0.0, 0.0], [0.0, 0.1, 0.0], [-0.1, 0.0, 0.2], [0.3, 0.4, -0.7], [-0.4, -0.5, 1.1], [0.1, 0.0, 0.0], [-0.1, 0.1, -0.2], [0.0, -0.1, 0.1], [-0.1, 0.0, 0.0], [-0.3, 0.2, -0.2], [0.0, 0.0, 0.1], [0.1, -0.1, 0.0], [0.3, -0.3, -0.4], [0.0, -0.2, 0.1], [0.2, 0.0, 0.0], [-0.3, 0.4, 0.4], [0.2, 0.4, -0.2], [0.0, -0.1, -0.2], [0.0, 0.0, 0.1], [0.0, -0.1, 0.0], [-0.2, 0.1, 0.2], [0.0, 0.0, 0.0], [0.0, 0.0, 0.1], [0.0, 0.0, 0.0], [0.1, -0.1, 0.0], [0.1, 0.0, 0.0], [0.0, 0.0, 0.0], [0.0, 0.0, 0.0], [0.1, 0.1, 0.0], [-0.1, 0.0, -0.2], [0.1, 0.0, 0.2], [0.1, 0.1, 0.1], [0.0, -0.1, 0.0], [-0.1, 0.1, 0.1], [0.1, -0.2, -0.1], [-0.1, 0.0, 0.0], [0.0, -0.1, 0.0], [0.0, 0.0, 0.0]],
  "lowdin_charge": [1.8451, -0.0459, -0.3620, -0.0563, -0.2343, -0.0482, -0.0487, -0.3220, -0.0346, -0.1377, -0.1243, 0.0924, 0.0744, 0.0459, 0.1463, 0.0551, 0.0900, 0.0917, 0.1253, 0.1256, 0.0923, 0.0806, 0.0858, 0.1137, 0.1151, -0.5515, 0.7787, -0.5848, 0.1315, -0.3197, -0.0370, -0.0715, -0.3196, -0.0679, -0.0081, 0.5866, -0.3009, -0.3020, -0.3412, -0.8027, 1.1020, -0.3641, -0.2247, -0.0779, 0.1041, 0.1057, 0.1148, 0.1109, 0.1018, 0.1192, 0.0723, 0.1123, 0.9244, -0.7285, -0.1024, 0.0135, -0.1385, -0.1827, 0.1333, 0.1517, 0.0979]
}